A molecular structure, C18H15Cl3IMnN5SSi at a distorted geometry, computed with ωB97M-V with the def2-TZVPD basis set.

Last column: Löwdin spin population.
Atoms and positions in Å:
Mn: 0.109829 2.938866 0.116674  4.6959
S: -1.606760 2.942360 1.777235  0.0786
C: -2.355386 1.431836 1.346446  -0.0054
N: -3.485350 1.111972 1.892734  0.0577
N: -4.150396 0.001410 1.819777  0.0384
C: -3.484780 -1.294910 1.707527  0.0034
C: -2.811569 -1.882066 2.783542  0.0011
C: -2.167131 -3.117914 2.619335  0.0000
C: -2.238248 -3.773640 1.386652  0.0000
C: -2.832309 -3.211317 0.260487  -0.0003
C: -3.433878 -1.955461 0.405112  0.0006
N: -1.682746 0.468649 0.554164  0.0060
N: -0.795051 0.888720 -0.195377  -0.0034
C: -0.081767 -0.124610 -0.890369  0.0052
C: 0.557554 0.359930 -2.052182  0.0009
C: 1.436881 -0.456919 -2.739183  0.0015
C: 1.646255 -1.773000 -2.362646  -0.0053
C: 0.958785 -2.233045 -1.227933  0.0016
C: 0.130198 -1.426311 -0.475547  -0.0038
H: -4.917376 -0.044795 2.474192  0.0012
H: -2.736034 -1.406810 3.753299  0.0000
H: -1.612581 -3.573658 3.443498  0.0001
H: -1.720491 -4.717558 1.235123  0.0000
H: -2.864352 -3.731202 -0.693421  0.0000
H: -3.937155 -1.463060 -0.459974  0.0002
H: 0.296428 1.330985 -2.376601  0.0046
H: 2.057890 -0.100650 -3.586720  0.0002
H: 2.328159 -2.354132 -2.936898  -0.0003
H: 1.049709 -3.335823 -0.994915  0.0002
H: -0.334537 -1.818543 0.402799  -0.0002
I: 5.582843 2.190292 -2.124053  0.0005
C: 4.111015 1.433474 -0.812356  0.0013
C: 4.264173 0.167051 -0.272390  0.0034
C: 3.268352 -0.302359 0.601340  0.0012
C: 2.237688 0.607161 0.987441  0.0068
N: 2.141062 1.815734 0.436193  0.0334
C: 3.069675 2.238443 -0.453019  0.0134
H: 5.043798 -0.525475 -0.582134  0.0002
H: 3.214828 -1.336308 0.954227  0.0002
H: 1.539441 0.355374 1.786889  0.0006
H: 2.970268 3.265819 -0.779771  0.0045
Cl: 1.047134 6.622225 -0.101642  0.0101
Si: 0.224688 5.012197 -1.359819  0.0360
Cl: -1.547573 5.738163 -2.144120  0.0023
Cl: 1.508820 5.038904 -3.123616  0.0076

Forces on the atoms, in the same order (eV/Å):
Mn -0.125 -0.370 0.331
S 0.288 0.561 -0.154
C -0.018 -1.092 0.180
N 0.706 2.080 0.231
N 0.077 -2.719 -0.184
C 0.595 -1.169 -2.099
C -0.035 -0.094 -0.440
C -0.303 -0.088 -0.693
C 0.813 -0.242 0.069
C -0.743 1.233 0.666
C -0.803 0.696 1.126
N -0.981 0.075 0.502
N 0.434 -0.053 0.284
C 0.800 0.845 -1.535
C -0.131 -1.437 0.905
C 0.919 0.339 -0.989
C -1.052 0.754 1.271
C 0.619 -2.134 -0.772
C -0.060 0.031 -0.180
H -0.016 0.390 -0.002
H -0.220 0.243 -0.063
H -0.293 0.182 -0.243
H -0.119 -0.013 0.314
H 0.120 0.113 0.184
H 0.494 -0.375 0.870
H 0.091 1.056 -0.368
H -0.830 0.083 0.504
H 0.290 -0.640 -0.121
H -0.051 1.452 0.071
H -0.325 -0.056 0.441
I -0.356 -0.170 0.231
C 1.420 0.205 -0.461
C -1.337 -1.175 0.370
C -0.595 1.171 0.070
C 1.306 -0.708 -0.518
N -0.190 0.526 -0.006
C -0.749 -0.125 0.930
H 0.013 0.380 0.011
H 0.337 0.488 0.011
H -0.098 0.013 -0.454
H -0.029 -0.088 -0.326
Cl -0.491 -0.906 -0.819
Si 1.067 0.780 -0.178
Cl 0.029 0.034 0.125
Cl -0.471 -0.077 0.909

Summary:
<S²>: 8.78
calculated total energy: -122063.3661 eV
HOMO-LUMO gap (spin up / spin down): 6.37 / 6.56 eV
HOMO energy (spin up / spin down): -7.5 / -7.8 eV
spin multiplicity: 6